No. 1
11
Properties=species:S:1:pos:R:3:forces:R:3:nbo_charge:R:1 method="wB97M-V/def2-TZVPD" homo_lumo_gap_ha="0.2821 / 0.2821" homo_energy_ev="-8.25 / -8.25" de_lowest_kcal_mol=106.94
C -0.9128 2.4031 0.1816 0.0 3.3 0.9 -0.459
C 0.9650 -0.5913 0.2503 0.5 0.5 -0.2 -0.057
C 0.5643 -1.9899 0.2722 -2.7 -0.1 -1.4 -0.879
N -1.1220 1.3096 -0.4117 -0.8 -1.3 -0.5 0.077
N -1.3157 0.3074 -0.9030 0.2 0.3 0.0 -0.032
I 2.8093 -0.3248 -0.7155 -0.1 -0.1 0.0 0.110
H -0.6476 3.3109 -0.4037 0.1 -1.2 0.1 0.228
H -1.3643 2.6750 1.1571 0.4 -1.0 -0.7 0.234
H -0.3781 -2.0325 0.8521 0.8 -0.4 0.5 0.239
H 0.1013 -2.3387 -0.7089 0.8 0.9 0.4 0.293
H 1.3006 -2.7289 0.4296 0.9 -0.9 0.7 0.245

=====

No. 2
10
Properties=species:S:1:pos:R:3:forces:R:3:nbo_charge:R:1 method="wB97M-V/def2-TZVPD" homo_lumo_gap_ha=0.3303 homo_energy_ev=-9.26 de_lowest_kcal_mol=78.44
C 0.2265 -0.3804 -0.9287 0.6 0.9 0.4 -0.008
C -1.0113 -0.2897 -1.6765 -3.3 2.0 1.6 0.033
C 0.3390 -0.0668 0.5348 -0.1 -0.2 -0.2 -0.636
O -0.5748 -1.5001 -1.3169 -0.3 -1.2 -0.1 -0.493
I -1.2034 0.2805 -3.6850 0.0 -0.1 0.0 0.159
H 1.1481 -0.2863 -1.5027 -0.1 -0.1 0.0 0.192
H -2.5031 0.3464 -0.8105 3.2 -1.4 -1.7 0.073
H 0.4776 1.0034 0.6721 0.0 0.1 0.0 0.227
H 1.1954 -0.5857 0.9587 0.1 0.0 0.1 0.222
H -0.5598 -0.3805 1.0591 -0.1 0.0 0.0 0.232

=====

No. 3
10
Properties=species:S:1:pos:R:3:forces:R:3:nbo_charge:R:1 method="wB97M-V/def2-TZVPD" homo_lumo_gap_ha=0.3368 homo_energy_ev=-8.97 de_lowest_kcal_mol=60.58
C -0.8693 -1.2842 -0.3585 -1.5 -3.1 0.9 -0.470
C -0.6580 -0.0215 -0.2802 3.7 2.5 1.9 -0.102
C 1.0570 0.8027 0.6247 -3.7 -1.6 -1.4 -0.606
S 1.2968 2.4459 0.0457 -0.3 0.5 -1.9 0.021
I 2.6948 -0.5832 0.4428 -0.7 0.4 0.2 0.133
H -1.8483 -1.5209 -0.8708 1.1 -0.2 0.6 0.219
H -0.3996 -2.1139 0.2659 -0.1 1.2 -1.4 0.232
H -1.3891 0.6907 -0.5853 0.2 1.0 -0.4 0.193
H 0.6343 0.8938 1.6468 0.8 -0.3 -0.6 0.233
H 1.0734 2.3812 -1.3868 0.4 -0.4 2.2 0.146

=====

No. 4
17
Properties=species:S:1:pos:R:3:forces:R:3:nbo_charge:R:1 method="wB97M-V/def2-TZVPD" total_charge=-1 homo_lumo_gap_ha=0.2325 homo_energy_ev=-4.59
Li 0.0966 -0.0058 -0.2052 -0.1 -0.5 -0.2 0.913
Li 0.3517 0.8017 2.5699 -0.5 -1.0 -1.8 0.947
C -1.1232 -1.9026 2.3255 1.3 -0.8 1.7 -0.221
O -0.2059 -1.0790 1.7063 -0.1 1.3 0.1 -1.059
H -2.1876 -1.6409 2.3273 -0.1 0.2 -0.4 0.124
H -1.0342 -2.9972 2.1876 -0.2 0.0 -1.5 0.125
H -0.8383 -2.0489 3.3935 -0.4 0.8 0.6 0.091
O -1.2777 -0.5680 -3.9908 -0.7 0.8 0.5 -0.716
C -0.6090 -0.5368 -2.8126 4.7 -0.6 2.8 0.929
O -1.2038 -0.1049 -1.7878 -1.6 0.5 -0.1 -0.879
O 0.6148 -0.8742 -2.6989 -1.9 -0.1 -1.7 -0.782
H -2.0059 -0.0011 -3.6566 -0.2 -0.5 -0.9 0.482
O 2.2277 3.1981 0.2685 0.3 -0.4 -0.4 -0.717
C 1.5963 1.9952 0.2539 0.0 -2.5 -1.2 0.925
O 2.2055 1.0262 -0.2523 0.5 0.8 0.2 -0.772
O 0.4210 1.8515 0.6629 -1.0 1.0 2.0 -0.887
H 2.9720 2.8868 -0.2912 0.1 0.8 0.4 0.496

=====

No. 5
13
Properties=species:S:1:pos:R:3:forces:R:3:nbo_charge:R:1 method="wB97M-V/def2-TZVPD" total_charge=+1 spin_multiplicity=2 homo_lumo_gap_ha="0.2313 / 0.3267" homo_energy_ev="-9.82 / -12.59" de_lowest_kcal_mol=0.00
C -5.0426 -0.0372 -1.3047 -2.2 -0.4 2.4 -0.207
C -5.6431 0.0577 -0.0485 -1.0 -0.5 -3.0 -0.580
H -5.2742 0.7283 -2.0492 0.9 0.0 0.2 0.210
H -4.5625 -0.9812 -1.5744 0.1 0.5 -0.1 0.213
H -6.3755 0.8605 0.0815 0.6 0.2 0.2 0.215
H -6.0201 -0.8666 0.3996 1.2 0.1 0.6 0.236
H -3.8579 0.6641 0.4956 3.1 0.4 -3.2 0.559
O -0.8047 1.0853 0.2187 0.9 1.3 -0.9 -0.967
C -1.7776 0.2806 -0.0092 1.4 -1.8 2.3 0.947
O -1.6736 -0.9367 0.1063 -0.6 0.5 -0.6 -0.702
O -2.9252 0.9548 -0.2066 -3.6 0.3 2.0 -0.886
Mg -1.5869 2.8809 -0.4068 0.0 -0.8 0.3 0.965
Rb 1.6819 -1.2277 1.0322 -0.6 0.2 -0.2 0.997

=====

No. 6
9
Properties=species:S:1:pos:R:3:forces:R:3:nbo_charge:R:1 method="wB97M-V/def2-TZVPD" homo_lumo_gap_ha="0.3333 / 0.2858" homo_energy_ev="-9.25 / -8.89" de_lowest_kcal_mol=134.76
C -0.1434 0.5951 0.2283 0.3 -1.0 -1.4 0.226
C -0.5955 0.9756 1.5619 0.2 3.0 0.3 -0.300
C 0.7978 -1.0830 -1.5002 0.1 0.4 1.6 -0.436
N -1.3545 0.8036 0.2578 -0.1 -0.7 -0.8 -0.405
H -0.6949 0.2595 2.3169 -0.3 -1.0 1.0 0.181
H -0.6049 2.0591 1.8738 0.5 -1.3 -0.1 0.186
H 1.2052 -1.8082 -0.8179 -0.6 -0.3 0.4 0.180
H 1.5968 -0.7082 -2.0724 0.4 1.0 -0.9 0.174
H -0.2065 -1.0936 -1.8483 -0.4 -0.2 -0.2 0.194

=====

Number 1: E -14266.9683 eV, F_max 3.5 eV Å⁻¹. Number 2: E -13335.9719 eV, F_max 4.2 eV Å⁻¹. Number 3: E -22124.4012 eV, F_max 4.9 eV Å⁻¹. Number 4: E -17939.9418 eV, F_max 5.5 eV Å⁻¹. Number 5: E -15427.8059 eV, F_max 4.4 eV Å⁻¹. Number 6: E -4676.0132 eV, F_max 3.0 eV Å⁻¹.